# 1
This record from the OMol25 dataset describes C53H45GaN8PS as an isolated structure in a non-equilibrium geometry. The level of theory is ωB97M-V/def2-TZVPD.

Results
Multiplicity: 1
Charge: +1

Structure (XYZ):
```
109
Properties=species:S:1:pos:R:3:lowdin_charge:R:1
Ga 0.0000 0.0000 0.0000 0.2485
C -2.1026 0.9591 -4.7485 -0.0043
N -1.0714 0.9499 -3.7383 -0.0285
C -1.1578 0.3676 -2.4991 -0.3819
N -0.0874 0.6207 -1.7946 0.0785
C 0.7538 1.3429 -2.5990 -0.1127
C 0.1685 1.5681 -3.8402 -0.0809
C 0.6202 2.3234 -5.0051 -0.2016
C 0.8513 1.6794 -6.2271 -0.0306
C 1.2968 2.4052 -7.3336 -0.0640
C 1.5179 3.7776 -7.2251 -0.0683
C 1.2959 4.4254 -6.0108 -0.0591
C 0.8485 3.7010 -4.9046 -0.0157
C 2.0490 1.7899 -2.1081 -0.1575
C 2.1835 2.0851 -0.7426 -0.0811
C 3.4078 2.5017 -0.2162 -0.0577
C 4.5175 2.6189 -1.0497 -0.0717
C 4.4035 2.3126 -2.4052 -0.0625
C 3.1767 1.8954 -2.9312 -0.0136
P -2.5167 -0.6111 -1.8009 1.2243
C -1.4978 -1.9782 -1.1358 -0.5131
N -0.3443 -1.8010 -0.5318 -0.1358
C 0.1547 -3.0537 -0.2640 -0.1506
C -0.7198 -4.0356 -0.7148 -0.0899
N -1.7855 -3.3193 -1.2365 -0.0200
C -2.9975 -3.8847 -1.7832 -0.0165
C -0.6696 -5.4933 -0.6557 -0.2018
C -0.5327 -6.2440 -1.8308 -0.0323
C -0.4800 -7.6378 -1.7747 -0.0695
C -0.5612 -8.2888 -0.5446 -0.0739
C -0.6922 -7.5482 0.6297 -0.0611
C -0.7459 -6.1542 0.5750 -0.0107
C 1.4227 -3.2268 0.4333 -0.1431
C 1.8168 -2.2525 1.3620 -0.0468
C 3.0137 -2.3759 2.0708 -0.0585
C 3.8409 -3.4739 1.8496 -0.0797
C 3.4762 -4.4387 0.9124 -0.0659
C 2.2767 -4.3127 0.2038 -0.0138
C -2.6969 0.3581 -0.2606 -0.5126
N -1.6749 0.8075 0.4319 -0.1332
C -2.1971 1.5720 1.4471 -0.1531
C -3.5848 1.5994 1.3768 -0.0901
N -3.8798 0.7799 0.2986 -0.0184
C -5.2040 0.4238 -0.1560 -0.0104
C -4.5937 2.2464 2.2099 -0.2009
C -5.3779 3.2850 1.6910 -0.0325
C -6.3401 3.9077 2.4878 -0.0694
C -6.5224 3.4981 3.8078 -0.0735
C -5.7416 2.4690 4.3331 -0.0608
C -4.7792 1.8448 3.5372 -0.0102
C -1.3323 2.2083 2.4312 -0.1452
C -1.6265 3.4472 3.0131 -0.0125
C -0.7642 4.0118 3.9587 -0.0645
C 0.4065 3.3491 4.3238 -0.0791
C 0.7222 2.1261 3.7374 -0.0600
C -0.1406 1.5640 2.7942 -0.0485
H -3.0867 0.9077 -4.2777 0.0815
H -2.0513 1.8874 -5.3223 0.1071
H -1.9481 0.0965 -5.4012 0.1051
H 0.7056 0.6057 -6.3168 0.1198
H 1.4823 1.8981 -8.2769 0.1099
H 1.8730 4.3415 -8.0837 0.1105
H 1.4791 5.4927 -5.9196 0.1111
H 0.6899 4.2134 -3.9574 0.1263
H 1.3224 1.9757 -0.0823 0.0395
H 3.4881 2.7222 0.8443 0.1111
H 5.4727 2.9350 -0.6408 0.1082
H 5.2717 2.3859 -3.0540 0.1084
H 3.1218 1.6340 -3.9836 0.1162
H -3.1697 -4.8815 -1.3717 0.1053
H -3.8495 -3.2574 -1.5102 0.0699
H -2.8900 -3.9365 -2.8696 0.0991
H -0.4485 -5.7447 -2.7931 0.1195
H -0.3658 -8.2144 -2.6889 0.1075
H -0.5134 -9.3739 -0.4993 0.1081
H -0.7449 -8.0540 1.5902 0.1093
H -0.8369 -5.5840 1.4974 0.1270
H 1.1829 -1.3823 1.5250 0.0216
H 3.2978 -1.6085 2.7850 0.1073
H 4.7748 -3.5699 2.3961 0.1060
H 4.1280 -5.2870 0.7234 0.1070
H 2.0329 -5.0658 -0.5389 0.1140
H -5.9189 0.5013 0.6659 0.1062
H -5.4810 1.1036 -0.9657 0.0993
H -5.2048 -0.6114 -0.5057 0.0736
H -5.2302 3.6251 0.6687 0.1193
H -6.9403 4.7179 2.0818 0.1077
H -7.2671 3.9867 4.4309 0.1083
H -5.8757 2.1555 5.3651 0.1094
H -4.1677 1.0498 3.9589 0.1264
H -2.5183 3.9976 2.7293 0.1152
H -1.0058 4.9734 4.4030 0.1076
H 1.0768 3.7901 5.0560 0.1064
H 1.6389 1.6082 4.0046 0.1080
H 0.1175 0.6146 2.3274 0.0323
C -3.3777 -3.4401 5.1791 -0.0354
C -3.5871 -3.1345 3.7296 -0.3436
C -4.7065 -3.5810 3.0572 -0.0455
C -4.7856 -3.2361 1.7277 -0.1361
N -3.8550 -2.5128 1.0872 0.0480
C -2.8059 -2.1268 1.8274 -0.6118
S -1.5943 -1.2034 1.0544 1.0225
N -2.6271 -2.4061 3.1287 0.0954
H -4.2009 -4.0313 5.5925 0.0757
H -3.3072 -2.5089 5.7499 0.0835
H -2.4512 -4.0077 5.3102 0.0850
H -5.4784 -4.1651 3.5344 0.1040
H -5.6264 -3.5396 1.1148 0.1053
H 1.3973 0.4741 0.6454 0.0747
```


# 2
This record from the OMol25 dataset describes C53H47As2N4P2PbS3Sb as an isolated structure in a non-equilibrium geometry. The level of theory is ωB97M-V/def2-TZVPD.

Results
Expectation value of S²: 0.77
Multiplicity: 2
Charge: -1

Structure (XYZ):
```
113
Properties=species:S:1:pos:R:3:lowdin_charge:R:1
Pb 0.2951 0.6703 -0.2704 0.3223
C -1.7348 -2.1622 -3.3036 -0.4325
C -2.9744 -1.3866 -2.8870 -0.4512
As -2.8537 -0.6970 -1.0261 1.2384
C -3.5113 -2.2311 0.0114 -0.4156
C -3.7822 -1.9650 1.3522 -0.1265
C -4.2656 -2.9497 2.1912 -0.0792
C -4.4897 -4.2256 1.6960 -0.0936
C -4.2256 -4.5033 0.3661 -0.0927
C -3.7328 -3.5131 -0.4669 -0.1188
C -4.6095 0.1861 -1.0181 -0.3838
C -4.6909 1.5357 -0.6972 -0.1223
C -5.9209 2.1728 -0.6698 -0.0882
C -7.0751 1.4682 -0.9650 -0.1030
C -7.0021 0.1205 -1.2767 -0.0966
C -5.7757 -0.5150 -1.2990 -0.1160
As -0.0160 -1.3351 -2.6763 1.2068
C 0.2920 -0.0520 -4.1179 -0.4300
C 1.4562 -0.0944 -4.8769 -0.1346
C 1.7077 0.8656 -5.8395 -0.0864
C 0.8105 1.8998 -6.0402 -0.0959
C -0.3325 1.9777 -5.2624 -0.1102
C -0.5888 1.0083 -4.3082 -0.1519
C 1.1096 -2.7904 -3.3397 -0.3961
C 2.0048 -3.3980 -2.4691 -0.1038
C 2.8222 -4.4283 -2.9044 -0.0770
C 2.7427 -4.8662 -4.2150 -0.0970
C 1.8476 -4.2718 -5.0899 -0.0940
C 1.0383 -3.2402 -4.6534 -0.1330
H -1.7169 -2.3105 -4.3900 0.0659
H -1.7341 -3.1562 -2.8374 0.0534
H -3.8783 -1.9979 -3.0008 0.0586
H -3.1017 -0.5139 -3.5382 0.0600
H -3.6052 -0.9584 1.7220 0.0977
H -4.4725 -2.7282 3.2294 0.1013
H -4.8706 -4.9997 2.3496 0.0978
H -4.4068 -5.4944 -0.0287 0.0990
H -3.5288 -3.7481 -1.5045 0.0861
H -3.7795 2.0829 -0.4758 -0.0045
H -5.9792 3.2216 -0.4170 0.1009
H -8.0358 1.9629 -0.9503 0.0952
H -7.9009 -0.4381 -1.5001 0.0970
H -5.7186 -1.5738 -1.5289 0.0949
H 2.1881 -0.8712 -4.6873 0.1005
H 2.6148 0.8113 -6.4252 0.1009
H 1.0114 2.6560 -6.7858 0.0974
H -1.0218 2.8013 -5.3948 0.1019
H -1.4668 1.0978 -3.6720 0.0892
H 2.0652 -3.0463 -1.4467 0.0626
H 3.5248 -4.8807 -2.2196 0.1044
H 3.3806 -5.6676 -4.5607 0.0967
H 1.7862 -4.6076 -6.1166 0.0979
H 0.3544 -2.7610 -5.3459 0.0994
S 1.5211 5.3656 -0.5420 -0.2136
Sb 0.4718 3.7484 -1.8231 0.2232
S -1.3053 2.8677 -0.4533 -0.2583
S 1.9871 1.8232 -1.8433 -0.1457
C 1.7019 0.1628 4.4397 -0.1348
N 1.3321 0.0960 3.0355 -0.4885
P -0.0254 -0.7646 2.4209 0.9370
C -1.0190 -1.0093 3.9581 -0.3563
C -0.9890 -2.1415 4.7642 -0.0768
C -1.8285 -2.2412 5.8598 -0.0862
C -2.7156 -1.2214 6.1574 -0.0988
C -2.7488 -0.0877 5.3618 -0.0900
C -1.9091 0.0145 4.2685 -0.1162
C 0.4834 -2.5068 2.1444 -0.3843
C -0.1571 -3.1234 1.0740 -0.1163
C 0.1313 -4.4313 0.7361 -0.0789
C 1.0666 -5.1411 1.4723 -0.0841
C 1.7125 -4.5359 2.5368 -0.0894
C 1.4315 -3.2206 2.8658 -0.1172
P 1.8099 1.2991 1.8987 0.8860
C 1.8039 2.8979 2.8049 -0.3288
C 2.8713 3.3006 3.6034 -0.1035
C 2.8908 4.5678 4.1540 -0.0853
C 1.8624 5.4579 3.8883 -0.0891
C 0.8043 5.0692 3.0842 -0.0968
C 0.7698 3.7916 2.5530 -0.1278
C 3.6063 1.1472 1.6717 -0.3698
C 4.1655 2.0859 0.8082 -0.1273
C 5.4971 1.9966 0.4545 -0.0726
C 6.2751 0.9603 0.9470 -0.0856
C 5.7251 0.0341 1.8184 -0.0853
C 4.3935 0.1269 2.1847 -0.1098
H 0.8416 0.3856 5.0803 0.0784
H 2.4407 0.9531 4.5728 0.0614
H 2.1429 -0.7806 4.7746 0.0722
H -0.3107 -2.9514 4.5427 0.0900
H -1.7949 -3.1206 6.4875 0.0999
H -3.3815 -1.3098 7.0045 0.0971
H -3.4366 0.7122 5.5929 0.1002
H -1.9298 0.8905 3.6332 0.1035
H -0.8710 -2.5435 0.4935 0.0619
H -0.3625 -4.8953 -0.1083 0.1022
H 1.3071 -6.1598 1.2069 0.0987
H 2.4607 -5.0789 3.0964 0.1021
H 1.9579 -2.7490 3.6822 0.0985
H 3.7070 2.6310 3.7629 0.1015
H 3.7290 4.8708 4.7677 0.0989
H 1.9021 6.4615 4.2900 0.0982
H 0.0230 5.7728 2.8399 0.1042
H -0.0431 3.4942 1.9045 0.0273
H 3.5486 2.8766 0.4031 0.0642
H 5.9161 2.7192 -0.2304 0.1044
H 7.3101 0.8708 0.6453 0.0971
H 6.3258 -0.7831 2.1915 0.0971
H 3.9605 -0.5988 2.8589 0.0977
N 1.9396 -0.8991 0.4405 -0.0859
C 2.8291 -1.6611 0.5276 -0.3699
N 3.7215 -2.5269 0.4848 0.1264
C 4.4794 -3.0963 1.3487 -0.4401
N 5.1921 -3.6727 2.0517 0.0920
```


Number 1: energy -5148.71455 a.u., molar mass 926.76 g mol⁻¹. Number 2: energy -9048.90414 a.u., molar mass 1376.94 g mol⁻¹.